[1]
65
Properties=species:S:1:pos:R:3 method="wB97M-V/def2-TZVPD" orbital_gap_ev="4.906 / 4.215" total_energy_ev=-54215.187 multiplicity=5
Ru -0.578 0.002 -0.398
P 0.880 -1.632 -1.406
P -2.060 1.816 0.156
O 1.573 1.798 0.221
O -0.594 0.409 -3.459
O 2.524 -1.097 2.902
O 0.759 0.104 1.494
N -1.855 -1.216 -0.207
C 5.416 1.076 3.280
C -3.480 2.119 -0.906
C -4.062 -3.804 2.135
C 5.029 2.178 2.510
C 1.669 1.048 1.171
C 1.465 1.537 -3.482
C -2.574 -2.047 0.535
C 4.575 -0.035 3.382
C 0.002 1.440 -3.862
C 3.319 -0.014 2.746
C 3.800 2.190 1.852
C 0.513 -2.337 -3.045
C 0.751 -3.060 -0.284
C 2.918 1.099 1.968
C 2.658 -1.271 -1.432
C -2.113 -2.408 1.845
C -0.832 2.669 -4.136
C -1.287 3.406 0.579
C -2.699 1.199 1.762
C -3.828 -2.563 0.071
C -2.859 -3.297 2.632
C -4.560 -3.441 0.874
H 3.486 3.019 1.226
H 2.858 -0.378 -2.035
H 1.387 -3.880 -0.639
H 1.654 -0.810 2.481
H -3.131 2.039 2.340
H -1.186 -1.961 2.199
H -1.606 2.661 -3.347
H -2.030 4.185 0.777
H -3.155 2.240 -1.948
H 1.893 2.483 -3.865
H -0.527 -2.684 -3.058
H -4.639 -4.500 2.750
H -4.178 1.268 -0.858
H 1.179 -3.189 -3.253
H 1.448 1.595 -2.369
H 1.077 -2.767 0.722
H 3.193 -2.129 -1.863
H 6.386 1.084 3.789
H 2.168 0.697 -3.785
H -0.362 1.224 0.652
H -5.506 -3.830 0.505
H -0.287 -3.406 -0.243
H -3.477 0.424 1.599
H -1.866 0.748 2.343
H -0.201 3.558 -3.952
H -4.152 -2.230 -0.909
H 4.869 -0.901 3.971
H -1.330 2.762 -5.156
H -2.483 -3.573 3.615
H 3.019 -1.109 -0.409
H 5.687 3.053 2.428
H -0.637 3.268 1.445
H -0.645 3.703 -0.249
H 0.637 -1.565 -3.815
H -4.012 3.031 -0.587

***

[2]
61
Properties=species:S:1:pos:R:3 method="wB97M-V/def2-TZVPD" orbital_gap_ev="5.200 / 5.521" charge=+3 total_energy_ev=-40412.134 multiplicity=2
Re 0.160 -0.147 0.398
S 0.817 -0.371 -2.843
O -1.296 1.204 -0.676
O 1.146 0.055 -1.372
C 2.274 0.166 -3.754
C -2.756 -0.642 -1.089
C 0.940 0.062 2.643
C 1.718 1.157 3.242
C -2.679 0.816 -0.672
C 2.317 -2.588 -2.107
C 0.471 -2.056 1.774
C 2.473 -3.923 -1.807
C -1.025 2.621 -0.646
C 1.530 -1.133 2.049
C -0.792 -1.423 2.165
C 1.652 -6.274 -1.757
C 0.058 -3.027 -2.862
C -0.496 -0.136 2.722
C 0.635 -3.488 1.422
C -1.459 0.700 3.478
C 0.229 -4.367 -2.574
C -0.781 3.134 0.765
C -2.086 -2.125 2.281
C 1.440 -4.846 -2.045
C 2.978 -1.441 2.010
C 1.108 -2.142 -2.635
H 2.516 -6.636 -2.324
H -0.126 2.762 -1.255
H -1.855 3.155 -1.115
H 3.203 -2.245 1.314
H -1.672 3.037 1.379
H -2.204 -2.912 1.541
H -0.521 4.188 0.720
H -1.987 -1.229 -0.566
H 2.339 0.754 4.049
H 2.415 1.592 2.524
H 1.096 1.945 3.660
H 1.601 -3.860 1.757
H 2.316 1.253 -3.731
H 3.134 -1.906 -1.933
H 3.299 -1.756 3.008
H -2.933 -1.448 2.222
H -2.130 -2.593 3.268
H 0.052 2.593 1.225
H -2.403 0.812 2.948
H 2.151 -0.158 -4.783
H 0.787 -6.878 -2.004
H -1.057 1.682 3.708
H -1.690 0.209 4.428
H 1.931 -6.447 -0.714
H 0.570 -3.639 0.344
H -0.142 -4.085 1.892
H 3.414 -4.264 -1.402
H -0.871 -2.677 -3.283
H -3.104 0.970 0.325
H -3.231 1.441 -1.379
H 3.184 -0.251 -3.336
H -0.574 -5.059 -2.773
H 3.573 -0.570 1.745
H -3.728 -1.057 -0.845
H -2.602 -0.739 -2.159

***

[3]
71
Properties=species:S:1:pos:R:3 method="wB97M-V/def2-TZVPD" orbital_gap_ev="5.815 / 5.833" total_energy_ev=-139884.189 de_lowest_kj_mol=214.8
Pt -1.772 -1.219 1.866
I -1.629 1.161 3.474
Br -1.324 1.556 6.950
S -0.370 -0.569 0.226
Si -0.019 -0.219 -1.864
O 1.420 -0.882 -2.144
O -2.619 -1.955 3.679
O -2.896 -3.323 1.201
O -0.492 -3.413 2.678
O 0.104 1.392 -2.033
O -2.011 -2.475 5.752
O -3.527 -5.221 2.182
O -1.081 -0.937 -2.837
C -0.109 2.352 4.460
C -1.816 -2.402 4.557
C 0.255 -1.035 -4.859
C 1.935 3.776 5.699
C 2.770 -0.415 -0.166
C -0.581 2.509 -1.473
C -0.438 -2.927 4.014
C -0.296 3.707 -2.383
C -1.145 -0.915 -4.266
C 1.848 3.741 4.316
C -2.645 -4.268 1.907
C -2.081 2.237 -1.399
C -0.020 2.783 -0.076
C 2.745 -0.686 -1.668
C -0.039 2.413 5.849
C 0.983 3.128 6.465
C -1.282 -4.565 2.515
C 3.357 0.498 -2.417
C 3.499 -1.982 -1.979
C 0.830 3.034 3.700
C -1.788 0.400 -4.705
C -2.004 -2.107 -4.691
H 2.284 -1.226 0.369
H -2.467 2.010 -2.389
H 3.461 -2.184 -3.046
H 3.029 -2.809 -1.456
H -0.171 1.904 0.546
H 2.237 0.504 0.054
H 2.573 4.266 3.714
H 3.795 -0.325 0.183
H -2.792 0.478 -4.297
H 3.423 0.276 -3.479
H -0.768 4.601 -1.982
H -4.388 -5.033 1.775
H -2.606 3.102 -1.003
H 1.047 2.986 -0.140
H -0.762 -5.218 1.797
H 0.776 3.871 -2.454
H -1.188 1.227 -4.335
H -2.992 -2.033 -4.245
H -1.841 0.462 -5.789
H 4.536 -1.902 -1.664
H -2.272 1.387 -0.748
H 4.351 0.718 -2.035
H 0.757 3.012 2.624
H -0.063 -3.704 4.689
H 0.749 -1.909 -4.446
H 0.840 -0.160 -4.593
H 0.266 -2.087 3.991
H 0.209 -1.119 -5.941
H -0.677 3.522 -3.382
H -1.543 -3.031 -4.354
H 1.015 3.167 7.543
H -0.528 3.632 0.375
H 2.736 4.312 6.186
H -1.415 -5.107 3.460
H 2.721 1.367 -2.283
H -2.101 -2.129 -5.775

***

[4]
74
Properties=species:S:1:pos:R:3 method="wB97M-V/def2-TZVPD" orbital_gap_ev=7.797 total_energy_ev=-144341.388
Co -0.970 1.643 -0.675
Cl -4.031 4.879 -2.168
Cl -5.210 2.319 -2.795
Cl -3.079 3.363 -4.451
S -0.894 -0.230 0.519
S 0.927 -2.709 -1.161
Si -1.881 -1.205 3.794
O -2.767 1.407 -1.555
O 1.159 0.768 -2.213
O 0.889 -3.744 -0.094
O -1.576 3.222 -1.705
O 0.887 1.779 2.193
N 0.693 2.476 -0.018
N 2.709 3.452 -0.244
N -1.986 1.992 1.089
N 1.144 3.731 -1.956
C 3.762 4.255 -0.812
C -2.213 0.444 2.924
C -2.925 1.439 3.586
C -1.773 0.782 1.640
C -2.635 2.574 -1.952
C 2.678 -2.321 -1.464
C 2.922 -0.545 0.336
C -3.727 3.256 -2.797
C 1.330 2.294 1.200
C -0.910 -0.072 -3.025
C -3.158 2.688 3.015
C 1.507 3.208 -0.792
C 3.360 -1.914 -0.164
C -0.041 0.752 -2.083
C -1.856 -0.837 5.640
C 0.704 -5.710 -4.037
C -3.301 -2.368 3.400
C 0.610 -3.562 -2.733
C 2.735 2.882 1.082
C -2.652 2.927 1.754
C -0.241 -1.975 3.332
C 1.188 -4.966 -2.798
H -3.203 -3.306 3.948
H -0.207 -2.365 2.316
H 1.853 -0.516 0.553
H -2.775 3.880 1.251
H -1.650 -1.751 6.200
H -4.262 -1.922 3.663
H -2.803 -0.438 6.009
H 3.154 -2.679 0.589
H 3.448 -0.273 1.253
H 1.007 -5.198 -4.952
H -0.384 -5.788 -4.045
H -3.323 -2.603 2.334
H -0.479 -3.598 -2.816
H 3.348 5.088 -1.380
H -1.643 -0.654 -2.472
H 0.195 3.591 -2.270
H 3.481 2.094 1.197
H 1.110 -6.721 -4.070
H 2.888 3.643 1.851
H 4.421 3.669 -1.457
H 4.356 4.678 -0.003
H 1.827 4.114 -2.582
H 0.896 -5.498 -1.892
H -3.706 3.456 3.542
H 3.155 -3.197 -1.904
H 2.671 -1.501 -2.190
H 3.121 0.216 -0.424
H 0.982 -2.910 -3.528
H -1.460 0.607 -3.681
H -1.072 -0.115 5.876
H -0.272 -0.718 -3.632
H 2.279 -4.929 -2.797
H -0.046 -2.805 4.016
H 0.573 -1.255 3.435
H 4.440 -1.920 -0.336
H -3.301 1.251 4.586

***

[5]
64
Properties=species:S:1:pos:R:3 method="wB97M-V/def2-TZVPD" orbital_gap_ev="6.034 / 4.390" total_energy_ev=-51588.425 multiplicity=3 de_lowest_kj_mol=146.6
Pd 0.345 -3.889 -1.183
P 0.456 -0.108 -3.045
P 0.720 -1.922 -1.708
O 1.381 -0.409 2.154
O 2.046 0.991 3.982
O -0.750 -1.164 2.001
C -0.660 1.361 6.371
C -1.248 -5.049 -1.827
C -1.612 0.484 5.814
C -1.166 0.840 -0.513
C 0.824 2.465 -0.639
C -1.499 3.963 0.508
C 0.175 -0.594 2.606
C 0.871 3.074 0.776
C 2.544 -2.007 -1.871
C 0.868 0.849 4.554
C -0.389 3.747 1.237
C 0.168 1.105 -0.640
C 1.267 -3.965 0.609
C 1.839 0.855 -3.729
C 0.568 1.547 5.759
C -2.241 1.466 0.292
C -0.035 -2.568 -3.424
C -2.540 2.975 0.092
C -1.327 -0.185 4.616
C 0.496 -1.450 -4.302
C -0.987 0.839 -3.590
C -0.113 -0.002 3.952
H -1.853 0.173 -3.669
H 2.781 0.317 -3.624
H -2.069 -4.335 -1.969
H 1.177 2.279 1.475
H -1.218 1.644 -2.882
H 2.812 -2.503 -0.931
H 1.678 3.825 0.779
H -1.002 -5.598 -2.757
H -2.054 -0.861 4.170
H 3.003 -1.015 -1.924
H -0.885 1.900 7.298
H -3.457 3.159 0.681
H -1.133 -2.571 -3.384
H 1.909 1.839 -3.249
H 1.489 -2.933 0.941
H -1.811 4.985 0.263
H -0.115 -1.138 -5.157
H -2.110 1.229 1.356
H 1.961 0.333 3.086
H -0.729 1.254 -4.573
H 1.855 2.354 -0.995
H 2.173 -4.596 0.563
H 0.352 3.159 -1.357
H 0.302 -3.578 -3.684
H 1.536 -1.612 -4.613
H -2.820 3.137 -0.961
H -2.574 0.333 6.314
H 0.873 0.275 -0.454
H 1.590 0.960 -4.797
H 2.809 -2.637 -2.727
H 0.527 -4.436 1.278
H -1.406 -0.200 -0.754
H -1.461 -5.732 -1.000
H 1.330 2.220 6.169
H -3.164 0.934 0.004
H -0.296 4.187 2.235

***

[6]
66
Properties=species:S:1:pos:R:3 method="wB97M-V/def2-TZVPD" orbital_gap_ev="5.840 / 5.937" charge=-1 total_energy_ev=-131966.582 multiplicity=7 de_lowest_kj_mol=248.8
Tb 0.271 -0.157 -2.593
Br 2.239 -1.919 -2.541
Si -0.114 0.412 1.049
O -1.730 0.221 1.307
O 0.187 0.190 -0.515
O 0.410 1.881 1.588
O 0.670 -0.584 2.101
C 2.220 -2.160 2.941
C -2.515 0.779 2.407
C -3.862 0.067 2.291
C 0.882 -2.003 2.226
C -2.574 2.289 2.232
C 0.050 0.229 -6.868
C 1.815 2.156 1.907
C -1.894 0.525 3.765
C -1.433 -1.156 -4.100
C 0.462 -1.114 -6.626
C 1.955 3.674 1.800
C 1.657 -1.076 -5.852
C -1.949 0.136 -3.781
C -1.964 -1.158 -1.876
C 2.131 1.628 3.303
C -1.415 -1.951 -2.921
C 2.728 1.432 0.919
C -2.281 0.137 -2.396
C 0.994 1.097 -6.262
C -0.268 -2.569 3.058
C 1.991 0.295 -5.627
C 0.907 -2.680 0.859
H -1.112 -2.994 -2.860
H -2.783 0.935 -1.840
H -3.714 -1.018 2.347
H 2.662 0.343 1.064
H -0.272 -2.119 4.060
H 1.661 -2.231 0.201
H 2.998 3.994 1.912
H -0.070 -2.600 0.366
H -1.233 -2.391 2.561
H -3.091 2.556 1.297
H 2.888 0.651 -5.131
H -2.584 0.910 4.529
H 3.218 1.681 3.484
H -3.105 2.735 3.086
H -1.167 -1.488 -5.093
H -0.945 1.061 3.896
H -0.144 -3.655 3.183
H -4.544 0.353 3.096
H -0.045 -2.012 -6.976
H -2.126 0.939 -4.491
H 2.166 -1.756 3.960
H 2.451 -3.228 3.014
H 1.822 0.576 3.384
H -0.823 0.528 -7.449
H -1.755 -0.544 3.955
H 1.607 4.022 0.821
H 2.448 1.672 -0.112
H 1.613 2.205 4.077
H 1.147 -3.751 0.963
H 3.032 -1.666 2.392
H 0.985 2.184 -6.323
H -1.563 2.722 2.215
H 3.775 1.725 1.080
H 1.382 4.172 2.592
H -2.228 -1.515 -0.873
H -4.345 0.317 1.338
H 2.226 -1.933 -5.522